Entry 1:
81
Properties=species:S:1:pos:R:3:forces:R:3:mulliken_charge:R:1 method="wB97M-V/def2-TZVPD" e_lumo_ha=0.014 homo_energy_ev=-10.374 charge=0 e_tot_ha=-3611.47169 homo_lumo_gap_ev=10.746 smiles="O=C1OC[C@@H](F)O1.O=C1OC[C@@H](F)O1.O=C1OC[C@@H](F)O1.COP(=O)(OC)OC.COP(=O)(OC)OC.COP(=O)(OC)OC" e_above_lowest_kj_mol=0.00
O -4.334717 1.306682 4.993262 -0.304 -0.044 -0.388 -0.46
C -3.358299 1.165614 5.634749 0.169 0.096 0.731 0.57
O -3.314428 1.167407 6.988079 0.077 -0.027 -0.079 -0.38
C -1.963273 1.051067 7.447442 -0.377 0.114 -0.599 -0.37
C -1.159926 0.848812 6.155379 -0.449 0.022 0.040 0.38
F -0.655893 -0.407705 6.036541 0.206 -0.106 0.217 -0.31
O -2.104067 1.015106 5.134324 0.199 0.228 -0.183 -0.22
H -1.671388 1.994065 7.903870 -0.036 -0.113 0.305 0.27
H -1.928325 0.204903 8.125451 0.341 0.029 0.078 0.27
H -0.364951 1.580994 6.034008 0.195 -0.207 -0.152 0.25
O -2.131351 2.087722 -1.716793 0.159 0.028 -0.368 -0.44
C -2.511685 0.973295 -1.702308 0.249 -0.185 1.194 0.59
O -3.399969 0.481054 -0.791490 -0.488 0.295 -0.342 -0.29
C -3.618399 -0.886208 -1.051680 0.314 -1.177 0.076 -0.28
C -2.982583 -1.075167 -2.425928 -0.736 0.482 0.834 0.27
F -3.940112 -0.766480 -3.366089 -0.062 -0.304 -0.319 -0.32
O -2.035552 -0.058317 -2.460649 0.027 -0.165 -0.753 -0.29
H -3.141115 -1.483484 -0.267245 0.286 0.035 -0.204 0.17
H -4.649771 -1.239005 -1.069691 -0.223 0.783 -0.053 0.38
H -2.611212 -2.073895 -2.619634 0.447 0.139 -0.225 0.25
O -4.013735 3.989449 -0.044700 -0.206 0.081 -0.388 -0.45
C -3.177643 4.429393 0.652861 0.035 0.165 0.550 0.55
O -3.391664 5.159117 1.774795 -0.039 -0.389 0.141 -0.36
C -2.153085 5.357695 2.469658 -0.323 -0.005 -0.833 -0.38
C -1.182821 4.475377 1.675022 -0.089 0.562 0.525 0.31
F -1.035934 3.270145 2.322895 -0.010 -0.235 0.022 -0.28
O -1.824064 4.290907 0.472428 0.127 -0.425 -0.352 -0.21
H -1.936692 6.418457 2.357218 0.344 -0.020 0.423 0.29
H -2.267194 5.011544 3.491673 0.099 0.198 0.090 0.25
H -0.185304 4.877125 1.527526 0.014 0.053 -0.144 0.27
C -1.061690 -0.368465 1.902148 0.375 -0.492 -0.689 -0.01
O 0.201751 0.058648 1.355304 -0.445 0.452 0.076 -0.03
P 1.045523 -0.864402 0.406271 0.789 0.388 -0.231 0.18
O 1.646367 -2.056175 1.002023 -0.165 -0.185 -0.050 -0.75
O 0.074584 -1.124051 -0.831691 -0.140 0.018 0.414 0.50
C 0.099165 -2.359749 -1.535477 0.320 -0.168 -0.529 -0.93
O 2.130655 0.145387 -0.137532 -0.228 0.012 -0.050 -0.35
C 1.711114 1.375262 -0.791421 0.064 -0.822 -0.501 -0.45
H -1.789457 -0.455187 1.095059 -0.002 0.065 0.013 -0.23
H -1.407243 0.384451 2.596210 0.152 -0.021 0.246 0.11
H -0.896205 -1.353735 2.340073 -0.307 0.139 0.393 0.32
H 0.990075 -2.943324 -1.306841 -0.112 -0.052 0.326 0.45
H 0.152265 -2.156938 -2.605650 -0.252 0.208 0.028 0.32
H -0.803429 -2.920598 -1.301211 0.046 -0.149 0.016 0.18
H 0.726992 1.659165 -0.429532 0.232 0.555 0.270 0.27
H 1.613153 1.220409 -1.868354 0.085 -0.179 0.047 0.20
H 2.540711 2.053471 -0.639202 -0.402 0.488 0.292 0.16
C 0.543847 -6.972612 -1.849856 -0.752 0.059 -0.765 -0.71
O 0.410216 -7.247218 -0.467779 0.350 -0.307 0.579 -0.34
P -0.968163 -7.008304 0.287670 0.049 -0.104 -0.474 0.96
O -2.110294 -7.620058 -0.388278 -0.204 0.370 0.038 -0.75
O -0.684784 -7.536673 1.741535 0.376 0.036 0.092 -0.34
C -1.254771 -8.756869 2.192498 -0.322 -0.675 0.695 -0.72
O -1.030694 -5.443143 0.478750 -0.404 0.161 -0.082 -0.06
C 0.103138 -4.712665 0.964784 0.558 -0.943 1.221 -0.14
H -0.424753 -6.761146 -2.317667 0.019 0.170 0.238 0.34
H 0.893760 -7.855569 -2.383042 0.398 0.015 0.281 0.26
H 1.199959 -6.116432 -1.994695 0.152 -0.096 0.001 0.26
H -1.538431 -8.642305 3.240375 -0.075 0.306 -0.125 0.23
H -0.546724 -9.588278 2.192467 0.207 0.231 -0.423 0.26
H -2.135639 -9.018390 1.611034 0.036 0.024 -0.073 0.35
H 1.000043 -5.046013 0.444458 -0.036 0.703 -0.488 0.37
H 0.342614 -4.976356 2.006117 -0.476 -0.107 -0.062 0.34
H -0.114499 -3.657722 0.988811 0.090 0.090 -0.604 -0.32
C 5.175571 4.613469 -5.908442 0.334 -0.231 0.225 -0.69
O 4.840238 3.722358 -4.847642 0.067 -0.034 -0.108 -0.33
P 3.730580 3.992591 -3.744066 0.179 -0.593 0.078 1.05
O 2.443735 3.367443 -3.993897 -0.651 -0.139 -0.484 -0.61
O 4.437408 3.496866 -2.439641 -0.121 0.384 0.566 -0.30
C 4.991684 2.212786 -2.185532 1.688 0.479 0.202 -0.53
O 3.714059 5.546698 -3.507375 0.532 0.394 -0.168 -0.30
C 3.014328 6.424418 -4.411321 -0.475 -0.445 0.309 -0.76
H 5.379203 5.611812 -5.520447 -0.150 0.048 -0.042 0.31
H 4.396916 4.622783 -6.668844 -0.005 0.064 -0.039 0.30
H 6.105121 4.226119 -6.319175 -0.088 0.029 -0.194 0.25
H 5.259819 1.676414 -3.093706 -0.616 -0.194 -0.075 0.30
H 4.447886 1.646597 -1.438175 -0.511 -0.100 -0.391 0.14
H 5.962881 2.430773 -1.724021 -0.111 -0.091 0.038 0.29
H 2.111269 6.703720 -3.875583 -0.039 0.414 -0.241 0.28
H 2.721473 5.939219 -5.342956 0.026 -0.188 0.099 0.36
H 3.653788 7.265838 -4.657532 0.023 0.107 0.258 0.28

---

Entry 2:
12
Properties=species:S:1:pos:R:3:forces:R:3:mulliken_charge:R:1 method="wB97M-V/def2-TZVPD" e_lumo_ha=-0.143 homo_energy_ev=-13.539 charge=+1 e_tot_ha=-264.69634 homo_lumo_gap_ev=9.645 e_above_lowest_kj_mol=616.59
C 1.233407 -0.985512 0.118208 -0.532 1.160 1.607 -0.32
C 0.236397 0.178230 -0.336297 -1.620 -2.859 -4.422 -0.03
N 1.196904 1.045448 0.058771 -0.750 1.855 0.717 -0.20
N -1.094075 0.369366 0.443574 -1.806 -2.423 -2.278 -0.34
O 2.196603 0.083245 0.298740 0.967 0.464 0.056 -0.25
H 1.166500 -1.594208 1.100086 -0.549 1.005 -1.692 0.29
H 1.568517 -1.538272 -0.706882 0.071 -1.232 -0.956 0.21
H -0.137982 0.076254 -1.858258 0.830 0.315 4.380 0.34
H 1.359346 1.957312 -0.377533 0.825 -0.767 -0.001 0.26
H -1.587818 -0.529915 0.651996 1.559 0.086 0.876 0.36
H -1.970769 0.703216 -0.009712 1.316 1.421 -0.325 0.36
H -0.751580 0.891486 1.201494 -0.311 0.975 2.039 0.32